145
Properties=species:S:1:pos:R:3 method="wB97M-V/def2-TZVPD" homo_lumo_gap_ev=9.58 energy_ev=-103332.63777
C 3.87055 -0.18125 -1.40036
C 4.85161 -0.50442 -2.43485
C 5.38460 -1.92564 -2.38867
O 4.48001 -2.64786 -3.23053
C 3.86051 -1.80766 -4.05333
O 3.23712 -2.14696 -5.03115
O 4.20098 -0.51207 -3.72414
H 4.38167 0.07005 -0.47487
H 3.28997 -1.09646 -1.13751
H 3.14702 0.62488 -1.56400
H 5.64876 0.27867 -2.51010
H 5.37617 -2.29619 -1.35281
H 6.39329 -1.98243 -2.80917
C 2.77776 -7.20269 -3.33343
C 3.04574 -5.75515 -2.89530
C 1.90378 -4.78189 -3.24170
O 2.00832 -3.82482 -2.21154
C 2.66317 -4.38817 -1.18210
O 2.74094 -3.91375 -0.11290
O 3.07468 -5.67204 -1.48514
H 3.59404 -7.85164 -3.02113
H 2.68035 -7.25346 -4.42484
H 1.89211 -7.68033 -2.87445
H 3.98656 -5.38936 -3.30301
H 1.02545 -5.28933 -3.03957
H 1.91021 -4.27821 -4.19792
C -1.31954 0.44916 4.89982
C -0.68440 0.86845 6.15466
C 0.84275 0.78258 6.10711
O 1.26432 2.09527 5.89196
C 0.24253 2.96197 6.08582
O 0.33712 4.13724 6.06370
O -0.88510 2.26982 6.29614
H -2.42657 0.58714 4.87593
H -1.13362 -0.60161 4.85210
H -0.89265 0.89120 4.01798
H -1.13464 0.41719 7.03909
H 1.25731 0.18406 5.26517
H 1.21692 0.47528 7.06539
C -3.67714 2.09285 -2.13280
C -4.65904 1.31953 -2.99129
C -4.00967 0.77169 -4.24649
O -3.79157 -0.61865 -4.08524
C -4.50202 -1.01748 -3.01834
O -4.65992 -2.20003 -2.67073
O -5.03941 0.02349 -2.41164
H -3.34032 3.00986 -2.69575
H -2.80787 1.49540 -2.11508
H -4.09168 2.28580 -1.16129
H -5.59146 1.79407 -3.18985
H -3.13783 1.27324 -4.49097
H -4.69757 0.92362 -5.10153
C 1.46668 3.49251 2.93942
C 1.98190 3.99624 1.61530
C 2.78225 2.99536 0.80931
O 2.01268 2.83268 -0.42049
C 0.95718 3.62620 -0.36380
O 0.09520 3.74979 -1.17936
O 0.92333 4.33971 0.77338
H 0.59749 4.02909 3.25153
H 2.18909 3.63249 3.73307
H 1.18755 2.45777 2.84509
H 2.59428 4.90249 1.69255
H 2.93218 2.00887 1.26898
H 3.74530 3.37542 0.47416
C -0.67771 -4.88824 2.02520
C -0.69026 -3.66175 2.89955
C -1.36121 -3.70966 4.26256
O -0.43177 -3.05153 5.11256
C 0.67558 -2.73550 4.35704
O 1.57790 -2.10881 4.76361
O 0.59444 -3.19077 3.11829
H -0.18218 -4.69773 1.08812
H -1.74722 -4.98835 1.77318
H -0.25288 -5.76685 2.54138
H -1.04870 -2.81942 2.30111
H -1.47848 -4.78385 4.54333
H -2.31285 -3.15604 4.21918
C -1.40315 5.99806 -3.38049
C -1.60469 4.86380 -4.31083
N -1.63357 3.93764 -5.02405
H -1.32838 5.64857 -2.34744
H -2.20919 6.72940 -3.46799
H -0.48680 6.54190 -3.62302
C 2.14505 2.84576 -3.60486
C 2.53439 4.17981 -3.06017
N 2.94300 5.21009 -2.73531
H 3.04892 2.30843 -3.97366
H 1.45116 3.14437 -4.42659
H 1.70091 2.22156 -2.79591
N -0.06494 -0.35289 1.75815
C 0.53111 -0.99740 0.76331
C 0.34370 -0.64954 -0.57175
C -0.34982 0.45983 -0.89344
C -0.98411 1.13098 0.12635
C -0.83503 0.70471 1.41753
H 1.25268 -1.78247 1.01953
H 0.90103 -1.16665 -1.38799
H -0.39656 0.86619 -1.93499
H -1.39544 2.04708 0.02017
H -1.25013 1.35288 2.18772
N -4.34230 0.45303 3.11903
C -5.66337 0.72780 3.28681
C -6.59840 0.51234 2.31107
C -6.26812 -0.20159 1.17764
C -4.94872 -0.59000 1.04172
C -4.01575 -0.25187 2.04840
H -5.82855 1.09860 4.29586
H -7.58069 0.90653 2.41342
H -6.93022 -0.45031 0.41318
H -4.63027 -1.11717 0.12894
H -2.96443 -0.54786 2.01194
N -3.47616 4.70059 1.10087
C -2.77850 5.68565 1.60903
C -2.22854 5.71572 2.86836
C -2.25744 4.53391 3.55198
C -2.99302 3.48005 3.07776
C -3.54132 3.60705 1.81408
H -2.60275 6.50211 0.94273
H -1.73928 6.58626 3.30901
H -1.72333 4.49103 4.48780
H -3.10068 2.60718 3.69122
H -4.14780 2.80402 1.37075
N 6.38510 -0.63336 1.19436
C 5.67523 0.27805 1.83600
C 4.36853 0.14145 2.27459
C 3.75438 -1.10018 2.13552
C 4.59105 -2.09582 1.65771
C 5.86304 -1.80512 1.11730
H 6.19815 1.21853 1.94150
H 3.94199 0.96992 2.81098
H 2.74085 -1.24999 2.42313
H 4.30738 -3.10321 1.52250
H 6.48083 -2.59262 0.65992
N -3.03422 -3.33785 -5.40378
C -2.35772 -2.63002 -6.30903
C -1.04399 -2.21671 -6.14479
C -0.42551 -2.52426 -4.97287
C -1.14554 -3.26784 -4.07420
C -2.46035 -3.69752 -4.28785
H -2.91438 -2.41469 -7.20205
H -0.66965 -1.52081 -6.91577
H 0.56378 -2.23644 -4.69364
H -0.61194 -3.52451 -3.13669
H -2.99166 -4.29515 -3.57232